The following is a DFT calculation (the ωB97M-V functional and the def2-TZVPD basis) of a structure of composition C20H31O3Ti.

## Properties
relative energy (zero: lowest compared OMol25 entry of this formula, charge and spin): 20.81 kcal per mole
LUMO: -0.11908 Ha
gap between HOMO and LUMO: 8.2 eV
net charge: +1

Geometry as XYZ:
```
55
Properties=species:S:1:pos:R:3:forces:R:3:lowdin_charge:R:1
O 1.585 -0.288 -0.115 0.8 -3.8 -0.7 -0.262
C 1.257 -1.759 0.176 -0.8 0.7 0.5 -0.051
C 2.426 -2.295 -0.602 -0.1 0.5 0.3 -0.055
H 0.275 -1.969 -0.256 0.2 0.1 0.2 0.113
H 1.274 -1.933 1.252 -0.2 0.1 -0.2 0.115
C 2.749 -0.845 -0.964 0.6 0.4 -0.5 -0.465
H 2.098 -2.903 -1.440 0.3 -0.1 -0.1 0.129
H 3.197 -2.782 -0.005 -0.1 0.0 -0.1 0.134
C 2.507 -0.565 -2.425 -0.1 0.4 -0.2 -0.002
H 1.509 -0.921 -2.717 0.3 0.0 0.0 0.107
H 3.263 -1.085 -3.031 -0.2 0.1 0.3 0.118
H 2.567 0.504 -2.644 0.1 -0.2 0.0 0.077
C 4.058 -0.318 -0.415 0.1 0.2 -0.1 0.010
H 4.084 -0.404 0.676 0.0 -0.1 -0.1 0.096
H 4.213 0.734 -0.684 0.0 -0.3 0.1 0.081
H 4.895 -0.889 -0.842 -0.3 0.1 0.1 0.114
Ti 0.747 1.194 0.778 -2.6 1.9 0.4 1.008
C 1.064 2.396 2.747 0.4 -0.8 0.7 -0.153
C -0.037 1.610 3.188 1.0 -0.1 -0.1 -0.091
C 0.337 0.243 3.132 0.9 0.2 0.1 -0.079
H -0.954 2.010 3.609 0.0 -0.2 -0.5 0.124
C 1.697 0.161 2.682 -0.3 1.1 0.9 -0.156
C 2.170 1.508 2.472 -0.4 -0.3 0.6 -0.180
H 3.201 1.795 2.279 -0.3 0.0 -0.1 0.127
H 1.085 3.482 2.743 0.0 -0.4 0.0 0.122
H -0.260 -0.602 3.481 0.1 0.3 -0.5 0.132
H 2.313 -0.738 2.707 -0.2 0.3 -0.3 0.121
C 0.047 3.740 -0.190 0.4 -0.7 -0.2 -0.051
C 1.406 3.405 0.115 0.2 -0.1 -1.2 -0.166
C 1.822 2.356 -0.783 -0.7 0.9 -0.3 -0.213
H 2.097 3.995 0.717 -0.4 -0.3 -0.1 0.125
C 0.656 1.986 -1.566 0.4 1.4 0.2 -0.117
C -0.404 2.864 -1.210 0.9 -0.1 -0.2 -0.089
H -1.366 2.890 -1.724 0.3 -0.1 0.4 0.124
H -0.497 4.607 0.193 0.1 -0.6 0.2 0.129
H 2.855 2.125 -1.046 -0.5 0.0 0.4 0.106
H 0.677 1.369 -2.463 -0.2 -0.1 0.6 0.110
O -3.371 -0.965 -1.066 -0.6 -1.3 -0.2 -0.164
C -2.499 -2.112 -1.036 0.4 0.3 0.4 -0.211
C -3.326 -3.410 -1.140 -0.2 0.3 0.1 -0.147
H -1.928 -2.102 -0.084 -0.3 0.1 -0.2 0.101
H -1.762 -2.009 -1.849 -0.3 0.1 0.1 0.114
C -4.801 -2.928 -1.028 0.4 0.3 -0.5 -0.149
H -3.103 -4.086 -0.302 0.1 0.2 -0.4 0.108
H -3.108 -3.930 -2.083 -0.2 0.1 0.3 0.109
C -4.682 -1.437 -0.662 0.0 0.1 0.7 -0.192
H -5.337 -3.489 -0.260 -0.1 0.1 -0.2 0.109
H -5.321 -3.028 -1.989 0.1 -0.1 0.3 0.111
H -4.781 -1.328 0.441 0.1 0.1 -0.5 0.117
H -5.467 -0.815 -1.125 0.5 -0.2 0.1 0.124
C -2.289 1.418 0.885 0.2 -0.2 -0.1 -0.110
O -1.012 0.834 0.730 0.1 -0.1 -0.2 -0.350
H -2.455 2.099 0.038 -0.2 -0.1 0.3 0.078
H -2.336 1.987 1.829 -0.1 -0.2 -0.3 0.083
H -3.035 0.618 0.873 0.1 0.2 0.0 0.078
```
Forces are in eV/Å.

---

The following is a DFT calculation (the ωB97M-V functional and the def2-TZVPD basis) of a structure of composition C20H32As2O11Pt.

## Properties
LUMO: -0.51697 Ha
gap between HOMO and LUMO: 6.1 eV
net charge: +4

Geometry as XYZ:
```
66
Properties=species:S:1:pos:R:3:forces:R:3:lowdin_charge:R:1
Pt 0.138 1.000 0.794 -0.1 0.0 -0.2 1.110
C -1.885 -0.923 -0.424 0.0 0.0 0.0 0.001
O -1.096 -0.615 0.767 -0.1 0.0 0.0 -0.414
C -1.784 -0.940 2.030 0.0 0.0 0.0 -0.105
C -2.794 0.111 2.413 0.0 0.0 0.0 -0.150
O -2.100 1.344 2.430 0.1 0.0 0.1 -0.170
C -2.811 2.495 1.993 0.0 0.0 0.0 -0.138
C -1.825 3.301 1.184 0.0 0.0 0.0 -0.106
O -1.221 2.471 0.135 0.0 0.0 0.1 -0.369
C -2.029 2.375 -1.068 0.0 0.0 0.0 -0.005
H -2.156 -1.975 -0.368 0.0 0.0 0.0 0.124
H -2.777 -0.303 -0.458 0.0 0.0 0.0 0.096
H -1.241 -0.749 -1.280 0.0 0.0 0.0 0.085
H -2.237 -1.920 1.890 0.0 0.0 0.0 0.153
H -0.994 -1.006 2.778 0.0 0.0 0.0 0.126
H -3.634 0.137 1.712 0.0 0.0 0.0 0.140
H -3.197 -0.136 3.400 0.0 0.0 0.0 0.160
H -3.683 2.211 1.398 0.0 0.0 0.0 0.138
H -3.165 3.088 2.840 0.0 0.0 0.0 0.157
H -2.288 4.157 0.696 0.0 0.0 0.0 0.154
H -0.994 3.642 1.799 0.0 0.0 0.0 0.133
H -2.196 3.385 -1.438 0.0 0.0 0.0 0.121
H -1.462 1.804 -1.798 0.0 0.0 0.0 0.100
H -2.983 1.895 -0.858 0.0 0.0 0.0 0.101
C 4.638 3.753 1.872 0.0 0.0 0.0 0.095
O 3.230 3.632 1.451 0.0 0.0 0.0 0.079
C 2.634 2.581 1.052 0.0 -0.1 0.1 -0.490
O 1.389 2.607 0.970 0.1 0.1 0.0 -0.071
C 3.302 1.276 0.666 0.0 0.2 -0.1 -0.178
C 4.279 1.220 -0.242 -0.1 0.1 -0.2 -0.117
As 5.159 -0.472 -0.817 0.3 -0.2 0.4 1.544
C 6.816 -0.766 -1.755 -0.2 0.1 -0.2 -0.063
C 3.480 -1.381 -0.738 -0.2 -0.1 0.3 -0.151
C 3.252 -1.494 0.583 0.1 0.2 -0.2 -0.194
As 2.077 -0.156 1.395 0.0 -0.2 0.1 1.284
C 2.447 -0.227 3.287 0.0 0.1 0.0 -0.188
C 4.527 -1.727 1.334 -0.1 0.0 0.1 -0.432
O 5.596 -1.221 0.806 0.1 -0.1 0.0 -0.026
O 4.531 -2.388 2.388 0.0 0.0 0.0 0.098
C 5.797 -2.763 3.136 0.0 0.0 0.0 0.154
C 2.449 -1.107 -1.803 -0.1 0.1 -0.1 -0.536
O 1.284 -0.973 -1.544 0.1 -0.1 0.0 0.119
O 3.059 -1.025 -2.960 0.0 0.0 0.0 -0.024
C 2.218 -0.904 -4.168 0.0 0.0 0.0 0.071
C 5.271 2.264 -0.753 -0.1 -0.1 0.0 -0.538
O 6.401 1.856 -0.589 0.1 0.0 0.0 0.121
O 4.968 3.384 -1.306 0.1 0.1 0.1 0.070
C 3.629 3.813 -1.684 0.0 0.0 -0.1 0.059
H 5.141 4.376 1.138 0.0 0.0 0.0 0.121
H 5.094 2.770 1.966 0.0 0.0 0.0 0.106
H 4.596 4.259 2.831 0.0 0.0 0.0 0.131
H 6.896 -0.062 -2.583 0.0 0.0 0.0 0.088
H 6.790 -1.806 -2.086 0.0 0.0 0.0 0.090
H 7.568 -0.560 -0.990 0.0 0.0 0.0 0.087
H 3.510 -0.243 3.515 0.0 0.0 0.0 0.053
H 1.958 -1.112 3.697 0.0 0.0 0.0 0.072
H 1.985 0.656 3.733 0.0 0.0 0.0 0.067
H 5.476 -2.813 4.170 0.0 0.0 0.0 0.125
H 6.550 -2.004 2.956 0.0 0.0 0.0 0.113
H 6.073 -3.741 2.752 0.0 0.0 0.0 0.132
H 2.916 -0.918 -4.995 0.0 0.0 0.0 0.116
H 1.665 0.030 -4.120 0.0 0.0 0.0 0.108
H 1.548 -1.759 -4.202 0.0 0.0 0.0 0.120
H 3.312 4.588 -0.992 0.0 0.0 0.0 0.115
H 2.940 2.968 -1.695 0.0 0.0 0.0 0.100
H 3.728 4.228 -2.682 0.0 0.0 0.0 0.128
```
Forces are in eV/Å.

---

The following is a DFT calculation (the ωB97M-V functional and the def2-TZVPD basis) of a structure of composition C20H32BF3IN9O4SSi.

## Properties
relative energy (zero: lowest compared OMol25 entry of this formula, charge and spin): 63.35 kcal per mole
LUMO: 0.00468 Ha
gap between HOMO and LUMO: 9.2 eV

Geometry as XYZ:
```
72
Properties=species:S:1:pos:R:3:forces:R:3:lowdin_charge:R:1
C 2.102 -1.622 0.622 -2.3 2.4 0.0 -0.234
S 0.542 -0.583 0.879 2.1 6.1 0.3 0.547
O 0.649 0.643 -0.027 -0.4 -2.7 0.9 -0.499
O 0.416 -0.097 2.289 0.1 -2.0 -1.5 -0.410
Si -1.266 -1.644 0.286 -1.0 0.3 -1.8 0.396
I -1.723 -0.934 -2.064 0.3 -0.3 0.9 0.648
B -1.031 -3.584 0.372 0.3 -4.1 0.0 -0.658
O -0.845 -4.225 1.661 0.9 1.2 -1.7 0.041
O -1.041 -4.460 -0.741 -0.1 2.5 1.7 0.069
C -2.848 -1.183 1.291 -2.2 0.4 0.9 -0.517
F -2.673 -0.215 2.283 -0.7 -2.0 -1.9 0.059
F -3.374 -2.373 1.880 1.0 2.5 -0.8 0.026
F -3.870 -0.748 0.395 1.9 -0.6 2.1 -0.029
H 1.859 -2.579 0.070 -1.1 2.4 0.3 0.059
H 2.490 -1.819 1.665 -1.6 1.4 -1.2 0.074
H 2.886 -1.054 0.031 -1.2 -0.4 0.7 0.106
H 0.120 -4.326 1.829 -1.0 -0.1 0.0 0.092
H -1.131 -3.965 -1.585 0.1 -0.6 0.3 0.002
C 1.801 3.852 1.394 -0.3 -0.1 0.0 -0.078
C 3.011 4.363 0.748 -0.1 0.0 0.0 -0.286
N 3.961 4.765 0.240 -0.2 -0.1 0.1 0.112
H 1.082 4.650 1.591 0.2 0.0 0.0 0.056
H 1.296 3.106 0.775 0.2 0.0 0.0 0.055
H 2.026 3.377 2.351 0.1 0.1 -0.1 0.084
C 0.212 3.712 -2.341 0.1 0.3 0.2 -0.063
C -0.117 2.543 -3.156 0.0 0.0 0.1 -0.275
N -0.376 1.621 -3.793 0.0 0.3 0.0 0.097
H 1.232 3.656 -1.954 -0.1 -0.2 -0.1 0.078
H 0.133 4.637 -2.916 0.0 -0.2 -0.1 0.081
H -0.457 3.803 -1.483 0.0 -0.2 -0.1 0.085
C -3.462 2.490 -6.093 0.0 0.4 -0.1 -0.067
C -3.525 1.069 -5.753 0.1 0.1 0.0 -0.264
N -3.575 -0.047 -5.484 0.0 0.2 -0.1 0.138
H -2.566 2.724 -6.670 0.0 -0.2 0.1 0.085
H -4.323 2.798 -6.689 0.0 -0.2 0.1 0.081
H -3.445 3.115 -5.198 0.0 -0.3 0.0 0.082
C 2.451 6.599 4.661 0.3 0.2 0.1 -0.062
C 1.198 5.960 4.260 0.0 0.0 0.1 -0.274
N 0.213 5.457 3.944 0.2 0.2 0.1 0.133
H 2.275 7.464 5.305 -0.1 -0.2 0.0 0.049
H 3.094 5.912 5.214 -0.2 -0.1 -0.1 0.088
H 3.020 6.949 3.796 -0.2 -0.1 -0.1 0.085
C -7.011 -1.213 -6.144 0.2 0.2 0.2 -0.082
C -7.683 -2.168 -7.026 0.0 0.0 0.0 -0.283
N -8.212 -2.918 -7.719 0.1 0.2 0.2 0.119
H -7.137 -1.478 -5.093 -0.1 -0.1 -0.2 0.083
H -5.937 -1.171 -6.341 -0.1 -0.1 -0.1 0.051
H -7.404 -0.202 -6.273 -0.1 -0.2 -0.1 0.079
C -1.787 -3.459 -5.471 -0.2 0.1 -0.3 -0.072
C -1.068 -4.130 -4.387 -0.1 0.1 -0.2 -0.260
N -0.504 -4.655 -3.535 -0.1 0.1 -0.2 0.150
H -1.172 -2.690 -5.943 0.1 -0.1 0.2 0.086
H -2.083 -4.164 -6.251 0.1 -0.1 0.2 0.084
H -2.695 -2.972 -5.109 0.2 0.0 0.2 0.064
C 3.795 -5.664 1.886 -0.1 -0.1 0.0 -0.073
C 3.374 -4.354 1.391 -0.1 -0.2 0.0 -0.107
N 3.041 -3.316 1.002 5.1 -6.4 0.9 0.041
H 3.026 -6.125 2.509 0.0 0.2 0.0 0.077
H 4.004 -6.354 1.065 -0.1 0.2 -0.1 0.090
H 4.700 -5.593 2.489 -0.2 0.3 -0.1 0.052
C 4.863 -9.707 3.595 0.0 -0.4 -0.1 -0.062
C 4.871 -8.273 3.886 0.0 -0.1 0.1 -0.242
N 4.878 -7.146 4.114 0.1 -0.5 0.1 0.140
H 5.870 -10.128 3.626 0.0 0.2 0.0 0.085
H 4.258 -10.258 4.318 0.0 0.2 0.0 0.086
H 4.454 -9.913 2.604 0.0 0.2 0.1 0.084
C 0.437 9.895 7.017 -0.3 0.1 -0.1 -0.073
C 1.717 9.321 7.434 0.1 0.0 0.1 -0.284
N 2.724 8.870 7.763 -0.4 0.1 -0.2 0.130
H 0.255 9.737 5.952 0.2 -0.1 0.1 0.080
H -0.398 9.449 7.560 0.2 -0.1 0.0 0.084
H 0.403 10.972 7.196 0.2 -0.1 0.1 0.082
```
Forces are in eV/Å.

---

The following is a DFT calculation (the ωB97M-V functional and the def2-TZVPD basis) of a cluster of 3 separate species, C20H32Cl2N3O8S in total.

## Properties
relative energy (zero: lowest compared OMol25 entry of this formula, charge and spin): 0.00 kcal per mole
LUMO: -0.10707 Ha
gap between HOMO and LUMO: 8.4 eV
net charge: +1

Geometry as XYZ:
```
66
Properties=species:S:1:pos:R:3:forces:R:3:lowdin_charge:R:1
C -4.763 0.916 4.089 -1.1 0.3 0.2 -0.090
C -5.696 0.165 3.078 0.5 -1.4 -0.7 -0.637
Cl -7.370 0.843 2.895 2.2 -0.6 0.3 0.631
C -5.335 -0.973 2.348 -0.7 1.8 1.0 -0.567
Cl -6.607 -1.672 1.274 1.7 0.3 0.8 0.676
C -3.892 -1.612 2.508 -2.0 -0.3 1.4 -0.161
C -3.875 -3.187 2.332 -1.0 -0.3 -0.1 -0.304
O -4.072 -3.658 1.000 0.5 0.9 0.3 0.019
O -2.671 -3.779 2.820 -0.8 2.2 -0.5 -0.057
C -1.523 -2.913 2.724 1.1 -0.1 0.6 -0.457
C -1.121 -2.350 4.177 -0.2 -0.5 -0.1 0.009
N -0.360 -3.794 2.305 -1.8 -2.9 1.3 0.086
C -0.530 -4.938 2.835 0.8 0.7 1.5 -0.644
S -0.680 -6.194 3.871 0.4 2.4 -2.7 0.751
C -1.617 -1.794 1.606 2.1 -0.6 0.3 -0.019
N -2.833 -0.909 1.706 -0.1 -0.1 0.2 -0.038
C -3.269 -0.370 0.373 0.8 1.5 -2.5 -0.106
C -3.625 1.174 0.365 -1.7 -0.2 0.0 -0.169
C -3.669 1.800 -1.102 0.9 0.7 -0.1 -0.182
C -2.306 1.658 -1.901 0.2 -0.7 0.3 -0.196
C -1.002 2.095 -1.099 0.4 -0.1 -0.9 -0.254
N 0.119 1.167 -1.471 -0.3 0.3 0.8 -0.021
H -5.445 1.378 4.873 0.9 -0.5 -1.0 0.094
H -4.206 1.766 3.600 -0.6 -0.9 0.4 0.091
H -4.046 0.256 4.652 -0.7 0.5 -0.8 0.082
H -3.631 -1.422 3.599 -0.2 -0.4 -1.4 0.151
H -4.745 -3.585 2.949 1.3 0.5 -0.5 0.186
H -4.432 -2.972 0.409 0.0 -0.4 0.5 0.061
H -0.076 -2.698 4.440 -1.2 0.6 -0.5 0.103
H -1.804 -2.837 4.939 0.7 0.9 -0.9 0.107
H -1.140 -1.224 4.219 -0.1 -1.1 0.1 0.083
H -0.720 -1.111 1.766 -1.0 -1.0 -0.3 0.164
H -1.481 -2.273 0.598 -0.7 0.5 1.0 0.158
H -2.539 -0.089 2.267 -0.4 -0.4 -0.4 0.178
H -2.380 -0.496 -0.329 -1.0 0.0 1.0 0.130
H -4.121 -0.920 -0.113 0.8 0.2 1.0 0.133
H -2.996 1.799 1.064 -0.3 -0.8 -0.8 0.109
H -4.695 1.254 0.751 1.3 0.0 -0.3 0.108
H -3.861 2.910 -0.968 0.0 -1.3 0.0 0.124
H -4.515 1.400 -1.729 0.8 0.2 0.9 0.119
H -2.311 2.223 -2.882 -0.3 -0.6 1.2 0.122
H -2.147 0.567 -2.191 -0.2 1.3 0.3 0.100
H -1.122 2.128 0.022 -0.2 0.1 -1.1 0.093
H -0.700 3.114 -1.476 -0.4 -0.9 0.7 0.118
H 0.970 1.701 -1.689 -0.6 -0.4 0.2 0.032
H 0.311 0.515 -0.704 0.0 0.4 -0.4 0.049
C 4.449 1.039 -3.545 0.7 -0.5 0.2 -0.120
C 4.158 1.470 -4.950 0.5 -0.1 -0.6 -0.116
O 2.799 1.894 -4.875 -0.3 0.2 0.7 0.075
C 2.551 2.229 -3.585 -0.2 0.2 -0.2 -0.546
O 1.556 2.782 -3.210 0.5 -0.1 -0.2 0.123
O 3.573 1.858 -2.772 -0.6 0.2 -0.3 0.065
H 5.486 1.206 -3.264 -0.2 0.1 0.1 0.103
H 4.198 -0.011 -3.367 -0.1 0.1 0.0 0.140
H 4.776 2.314 -5.266 0.0 0.0 0.0 0.140
H 4.274 0.660 -5.669 -0.2 0.1 0.0 0.140
C 10.044 1.196 -2.351 0.7 0.1 0.2 -0.122
C 8.813 1.362 -1.509 0.0 0.1 0.8 -0.123
O 7.775 1.456 -2.480 0.1 -0.2 -0.4 0.045
C 8.224 0.845 -3.610 -0.1 -0.2 -0.6 -0.548
O 7.542 0.600 -4.560 0.2 0.2 0.5 0.157
O 9.545 0.550 -3.518 -0.6 0.1 0.0 0.075
H 10.805 0.586 -1.865 -0.1 -0.1 -0.2 0.138
H 10.488 2.153 -2.639 -0.1 0.0 0.0 0.138
H 8.622 0.496 -0.870 0.0 0.0 -0.1 0.136
H 8.847 2.258 -0.889 -0.2 0.0 -0.1 0.137
```
Forces are in eV/Å.